1.
{"formula": "C4H7NO", "method": "wB97M-V/def2-TZVPD", "homo_lumo_gap_ev": 9.80, "e_tot_ha": -286.55026, "relative_energy_kj_mol": 213.7, "smiles": "C=NC/C=C/O", "e_lumo_ha": 0.036, "elements": ["O", "C", "C", "N", "C", "C", "H", "H", "H", "H", "H", "H", "H"], "coordinates": [[-2.272748, -1.669848, 0.106738], [-1.230860, -0.801892, 0.053641], [0.491063, 2.138540, 0.132454], [0.663227, 1.207448, -0.705266], [1.143541, -0.065011, -0.188146], [0.045266, -1.101447, -0.180387], [-1.940736, -2.563112, -0.055032], [-1.568783, 0.215331, 0.227478], [0.694753, 2.034321, 1.208974], [0.113105, 3.101875, -0.214341], [1.574932, 0.043747, 0.823902], [1.952470, -0.404016, -0.845144], [0.334767, -2.135937, -0.364877]], "forces_ev_per_a": [[0.0467, -0.2764, -0.0555], [0.3316, 0.2114, -0.0282], [0.0155, -0.0999, -0.1807], [-0.0477, 0.2861, 0.3475], [0.1000, -0.0934, 0.0325], [-0.2318, 0.0041, 0.0468], [-0.1011, 0.0838, 0.0279], [0.0645, -0.1311, -0.0618], [0.0300, -0.0351, -0.1430], [0.0560, -0.1229, 0.0362], [-0.0709, 0.0130, -0.1549], [-0.1462, 0.0387, 0.0730], [-0.0465, 0.1216, 0.0602]], "lowdin_charge": [0.01, -0.21, -0.07, -0.04, -0.27, -0.10, 0.10, 0.11, 0.08, 0.07, 0.11, 0.11, 0.10]}

2.
{"formula": "C4H7NO", "method": "wB97M-V/def2-TZVPD", "multiplicity": 3, "homo_lumo_gap_ev": [4.96, 7.94], "e_tot_ha": -286.25201, "relative_energy_kj_mol": 436.5, "e_lumo_ha": [0.033, -0.068], "elements": ["C", "C", "C", "C", "N", "O", "H", "H", "H", "H", "H", "H", "H"], "coordinates": [[-0.890780, -2.579160, 0.027696], [-0.422150, -1.499567, -0.164878], [1.179057, 0.145568, -1.291624], [-0.558899, 1.460224, 1.295867], [0.080591, -0.242032, -0.175973], [0.215319, 0.306182, 1.161555], [-1.377493, -3.494445, -0.162876], [0.867966, -0.305870, -2.208653], [0.958264, 1.190191, -1.434583], [2.216910, -0.243456, -1.088682], [0.061405, 2.137688, 1.790781], [-1.448228, 1.271788, 1.812296], [-0.881963, 1.852889, 0.439074]], "forces_ev_per_a": [[-2.9243, -6.2582, 2.8920], [4.5558, 10.3559, -4.1031], [-1.6468, -0.8602, 1.5874], [1.3185, -1.2286, 2.2952], [-0.0129, -6.4359, -3.7279], [0.9705, 1.3412, 2.6983], [-0.0986, -0.4210, -0.4406], [-0.3917, -0.5844, -0.3684], [0.9820, 0.5862, 0.2919], [-1.2208, 0.9176, 0.4759], [0.5953, 1.5237, 1.0233], [-1.3247, -0.4561, 1.3723], [-0.8023, 1.5198, -3.9963]], "lowdin_charge": [0.08, -0.19, 0.04, -0.11, -0.10, -0.15, 0.00, 0.06, 0.07, 0.11, 0.07, 0.07, 0.04]}